Entry 1:
{
  "formula": "C9H9IN",
  "method": "ωB97M-V/def2-TZVPD",
  "de_lowest_ev": 0.4348,
  "charge": 1,
  "multiplicity": 3,
  "orbital_gap_ev": [6.064, 4.637],
  "total_energy_ha": -700.30309,
  "lumo_ev": [-4.23, -8.19],
  "homo_ev": [-10.2898, -12.8281],
  "elements": ["C", "C", "C", "C", "C", "C", "C", "C", "C", "N", "I", "H", "H", "H", "H", "H", "H", "H", "H", "H"],
  "xyz": [[-1.991, -1.622, 0.891], [-1.841, -0.478, 1.689], [-1.156, -1.864, -0.214], [-0.802, 0.423, 1.331], [-0.214, -0.874, -0.592], [-0.095, 0.327, 0.143], [0.791, 2.482, 0.107], [0.804, -0.833, -1.770], [1.934, 0.751, -1.010], [0.869, 1.247, -0.226], [3.428, -0.241, 0.216], [-2.708, -2.479, 1.100], [-2.454, -0.489, 2.534], [-1.308, -2.881, -0.708], [-0.564, 1.129, 2.000], [1.481, 3.160, -0.127], [-0.096, 2.920, 0.769], [1.401, -1.704, -1.774], [0.223, -0.350, -2.659], [2.298, 1.375, -1.701]]
}

Entry 2:
{
  "formula": "C9H9N2O2",
  "method": "ωB97M-V/def2-TZVPD",
  "de_lowest_ev": 1.5129,
  "charge": -1,
  "multiplicity": 1,
  "orbital_gap_ev": 7.540,
  "total_energy_ha": -608.24955,
  "lumo_ev": 3.46,
  "homo_ev": -4.0765,
  "smiles": "[O-][N+]([O-])=N[C@H]1CCc2ccccc21",
  "elements": ["C", "C", "C", "C", "C", "C", "C", "C", "C", "N", "N", "O", "O", "H", "H", "H", "H", "H", "H", "H", "H", "H"],
  "xyz": [[-1.362, -0.377, 2.471], [-0.035, -0.796, 2.489], [-1.916, 0.163, 1.316], [0.805, -0.605, 1.423], [-1.060, 0.343, 0.229], [0.351, 0.102, 0.314], [-1.393, 1.199, -0.967], [-0.073, 1.268, -1.773], [0.977, 0.414, -0.997], [1.019, -0.881, -1.854], [2.053, -1.613, -1.566], [2.827, -1.327, -0.612], [2.204, -2.627, -2.295], [-2.171, -0.476, 3.172], [0.492, -1.309, 3.218], [-2.961, 0.372, 1.424], [1.812, -0.987, 1.570], [-2.101, 0.744, -1.568], [-1.709, 2.176, -0.721], [-0.012, 0.932, -2.877], [0.318, 2.369, -1.706], [1.938, 0.917, -0.691]]
}

Entry 3:
{
  "formula": "C9H9N3O",
  "method": "ωB97M-V/def2-TZVPD",
  "de_lowest_ev": 5.6471,
  "multiplicity": 1,
  "orbital_gap_ev": [6.452, 8.761],
  "total_energy_ha": -587.65483,
  "lumo_ev": [-0.56, -0.06],
  "homo_ev": [-7.0095, -8.8199],
  "elements": ["C", "C", "C", "C", "C", "C", "C", "C", "C", "N", "N", "N", "O", "H", "H", "H", "H", "H", "H", "H", "H", "H"],
  "xyz": [[0.813, 2.165, -1.747], [0.276, 1.233, -2.632], [1.234, 1.909, -0.442], [0.216, -0.093, -2.214], [1.191, 0.577, -0.045], [-2.788, -1.226, 2.521], [-3.189, -0.268, 1.664], [0.638, -0.439, -0.902], [-1.467, -1.170, 0.875], [-1.649, -1.858, 1.952], [1.272, -2.347, 0.452], [0.631, -1.844, -0.534], [-2.310, -0.222, 0.579], [1.094, 3.156, -2.165], [-0.121, 1.644, -3.594], [1.624, 2.559, 0.322], [-0.316, -0.758, -2.912], [1.497, 0.454, 0.988], [-3.141, -1.513, 3.533], [-3.975, 0.429, 1.704], [1.771, -1.929, 1.282], [1.105, -3.352, 0.643]]
}

Entry 4:
{
  "formula": "C9H9N3O2",
  "method": "ωB97M-V/def2-TZVPD",
  "de_lowest_ev": 5.1187,
  "multiplicity": 1,
  "orbital_gap_ev": 10.111,
  "total_energy_ha": -662.98114,
  "lumo_ev": 0.54,
  "homo_ev": -9.5687,
  "smiles": "O=c1cc[nH]c(=O)[nH]1.c1ccncc1",
  "elements": ["C", "C", "C", "C", "C", "C", "C", "C", "C", "H", "H", "H", "H", "H", "H", "H", "H", "H", "N", "N", "N", "O", "O"],
  "xyz": [[0.460, 1.429, 1.190], [0.951, 2.342, 0.208], [0.121, 2.591, -0.808], [-1.256, 2.045, -0.705], [-1.616, 1.428, 0.440], [-0.473, -0.971, -1.391], [-1.273, -1.923, -0.421], [-0.881, -2.181, 0.761], [1.367, -1.279, 0.449], [1.359, 1.585, 1.940], [1.947, 2.447, 0.405], [0.451, 3.236, -1.517], [-2.092, 1.770, -1.470], [-2.570, 0.994, 0.300], [1.529, -0.355, -1.327], [-2.212, -2.332, -0.910], [-1.478, -2.992, 1.398], [0.734, -1.873, 2.213], [-0.792, 1.023, 1.467], [0.642, -0.640, -0.645], [0.412, -1.880, 1.272], [-0.559, -0.636, -2.569], [2.573, -0.976, 0.814]]
}

Entry 5:
{
  "formula": "C9H9N6O3",
  "method": "ωB97M-V/def2-TZVPD",
  "de_lowest_ev": 0.0000,
  "charge": 1,
  "multiplicity": 1,
  "orbital_gap_ev": 7.235,
  "total_energy_ha": -902.15581,
  "lumo_ev": -4.65,
  "homo_ev": -11.8824,
  "elements": ["N", "C", "N", "C", "N", "C", "O", "N", "N", "H", "H", "H", "H", "C", "C", "C", "C", "C", "C", "N", "O", "O", "H", "H", "H", "H", "H"],
  "xyz": [[-1.688, 4.101, 4.017], [-2.211, 3.458, 2.949], [-1.606, 3.803, 1.630], [-2.394, 2.921, 0.779], [-2.335, 2.675, -0.696], [-1.551, 1.598, -0.802], [-0.924, 0.504, -0.775], [-3.377, 2.109, 1.503], [-3.263, 2.462, 2.826], [-0.681, 4.318, 4.053], [-2.359, 4.427, 4.745], [-4.012, 1.407, 1.076], [-3.797, 2.092, 3.627], [1.124, -2.285, -3.357], [2.059, -3.316, -3.313], [2.822, -3.518, -2.166], [2.635, -2.682, -1.064], [1.704, -1.644, -1.105], [0.949, -1.448, -2.257], [3.416, -2.906, 0.156], [4.237, -3.815, 0.149], [3.200, -2.172, 1.115], [0.527, -2.134, -4.252], [2.193, -3.964, -4.174], [3.547, -4.324, -2.146], [1.555, -0.986, -0.255], [0.221, -0.646, -2.298]]
}

Entry 6:
{
  "formula": "C9H9NO",
  "method": "ωB97M-V/def2-TZVPD",
  "de_lowest_ev": 5.3245,
  "multiplicity": 1,
  "orbital_gap_ev": 8.264,
  "total_energy_ha": -478.17708,
  "lumo_ev": 0.52,
  "homo_ev": -7.7427,
  "elements": ["C", "C", "C", "C", "C", "C", "C", "C", "C", "N", "O", "H", "H", "H", "H", "H", "H", "H", "H", "H"],
  "xyz": [[-2.444, 0.047, -0.664], [-1.520, -0.921, -1.154], [-2.112, 1.118, 0.126], [-0.278, -0.989, -0.661], [1.892, -0.595, -0.440], [-0.622, 0.189, 2.102], [-0.945, 1.219, 0.977], [0.128, 0.235, 0.823], [3.210, -0.472, -0.902], [0.995, -1.237, -1.144], [1.486, 0.218, 0.655], [-3.514, 0.055, -0.918], [-1.685, -1.655, -1.874], [-2.765, 1.913, 0.229], [-0.035, 0.498, 2.898], [-1.420, -0.544, 2.197], [-0.956, 2.291, 1.225], [3.648, -1.460, -1.005], [3.795, 0.315, -0.507], [3.140, -0.225, -1.964]]
}